Entry from OMol25: 3 unconnected molecules or ions with the total composition C9H22FN3O7PS2 in a non-equilibrium geometry (the ωB97M-V functional and the def2-TZVPD basis).

Each line ends with the Mulliken charge.
CARTESIAN COORDINATES (ANGSTROEM)
H1 1.986 3.115 -0.324  0.319
H2 -1.467 -2.252 1.043  0.249
C1 -0.920 -3.779 -0.345  0.642
O1 -1.143 -5.035 0.061  -0.370
H3 -1.892 -0.592 -3.401  0.322
N1 3.106 1.086 0.606  -0.069
C2 -0.557 -2.726 0.676  -0.611
F1 0.482 0.635 0.708  0.013
N2 2.688 3.454 0.365  -0.075
P1 1.768 4.367 1.595  0.495
H4 5.309 3.067 1.352  0.260
H5 -2.831 -5.687 2.027  0.302
H6 -0.668 -6.609 1.239  0.312
C3 -1.887 -5.264 2.370  -0.921
C4 -3.150 1.096 -3.778  -1.057
N3 4.420 2.725 1.693  -0.154
H7 -2.465 0.159 -1.934  0.260
H8 -1.263 3.019 -0.295  0.162
O2 2.566 4.676 2.778  -0.531
O3 0.562 2.470 -1.996  -0.624
H9 -3.393 2.074 -3.359  0.294
H10 0.026 -3.107 1.512  0.375
S1 1.799 0.564 1.556  1.269
H11 2.585 -0.501 -1.174  0.247
H12 -1.634 -5.704 3.335  0.349
H13 0.634 3.614 1.994  0.118
H14 0.176 -5.145 1.678  0.349
H15 -2.773 1.268 -4.787  0.319
H16 -2.095 3.523 -1.778  0.363
C5 -2.116 0.371 -2.946  -0.249
H17 -4.067 0.511 -3.841  0.369
H18 -2.050 -4.194 2.510  0.254
C6 -1.684 2.672 -1.237  -0.965
H19 -2.481 1.978 -0.982  0.347
C7 -0.792 -5.533 1.359  -0.362
H20 1.276 5.536 0.966  0.141
O4 -1.077 -3.485 -1.501  -0.570
C8 3.400 2.474 0.873  -0.048
C9 -0.577 2.055 -2.057  0.826
O5 -0.866 1.089 -2.919  -0.358
H21 0.063 -1.979 0.184  -0.010
O6 2.043 -0.755 1.955  -0.563
S2 2.922 0.820 -1.120  -0.091
H22 4.257 2.477 2.670  0.284
O7 1.781 1.450 2.669  -0.612

Calculated values
**Total charge**: +1
**Strongest force on any atom**: 2.8 eV/A
**Frontier orbital gap**: 6.30 eV
**Electronic energy**: -2284.3327 Ha

Entry from OMol25: a molecular structure, C9H22NiO18PdS6Ti2 in a non-equilibrium geometry (the ωB97M-V functional and the def2-TZVPD basis).

Each line ends with the Mulliken charge.
CARTESIAN COORDINATES (ANGSTROEM)
O1 2.841 -8.585 -37.190  -0.690
H1 -0.916 -13.267 -38.608  0.454
H2 6.125 -7.949 -35.573  0.377
O2 -4.900 -10.568 -33.019  -0.653
H3 3.403 -13.488 -38.408  0.341
H4 -0.224 -13.622 -37.026  0.427
C1 2.407 -13.718 -38.029  -0.975
O3 2.065 -15.657 -31.055  -0.603
H5 2.230 -7.587 -34.514  0.074
C2 5.398 -8.030 -36.381  -1.151
O4 -0.289 -9.163 -34.805  -0.481
C3 0.238 -13.153 -32.533  0.385
H6 2.113 -14.730 -38.308  0.386
H7 1.640 -11.651 -32.074  0.207
Ti1 0.520 -9.267 -36.882  0.464
C4 1.009 -12.388 -31.578  -0.119
O5 0.434 -14.445 -32.117  -0.398
C5 -0.373 -12.836 -37.767  -0.470
Ti2 -3.046 -10.226 -31.908  0.110
H8 -0.771 -12.740 -32.520  -0.015
H9 3.197 -6.371 -35.322  0.353
S1 3.737 -8.749 -35.996  0.652
O6 -6.639 -11.358 -34.547  -0.607
S2 1.284 -12.248 -38.349  0.463
O7 -1.202 -8.560 -38.113  -0.698
O8 -2.525 -9.001 -33.983  0.254
S3 -3.712 -6.107 -32.068  0.446
C6 1.474 -14.573 -31.281  0.602
O9 -3.270 -9.009 -39.248  -0.639
H10 5.866 -8.592 -37.190  0.364
H11 -5.770 -4.894 -31.970  0.357
Ni1 -3.279 -11.680 -36.206  0.624
O10 -0.998 -10.272 -32.769  -0.383
C7 -2.131 -5.329 -32.528  -0.804
O11 -4.767 -9.979 -35.244  -0.568
O12 -4.286 -6.899 -33.271  -0.673
H12 5.395 -7.074 -36.905  0.352
H13 -1.769 -4.795 -31.648  0.387
C8 3.211 -7.395 -34.949  -0.846
O13 -2.546 -10.445 -37.468  -0.466
O14 1.725 -11.071 -37.500  -0.385
H14 -4.796 -4.283 -33.234  0.340
S4 -2.554 -9.092 -38.011  1.074
H15 -0.846 -12.087 -37.133  -0.268
O15 -3.231 -8.347 -36.998  -0.739
H16 3.867 -7.263 -34.088  0.410
H17 0.564 -13.083 -33.570  0.065
H18 -4.691 -3.686 -31.626  0.401
H19 -1.392 -6.076 -32.816  0.225
S5 -5.232 -11.019 -34.327  1.094
H20 2.506 -13.762 -36.945  0.299
Pd1 -3.986 -8.104 -35.064  1.022
O16 -4.439 -12.147 -34.752  -0.654
S6 -1.376 -9.935 -34.121  1.078
H21 0.403 -11.861 -30.841  0.199
H22 -2.249 -4.664 -33.384  0.308
C9 -4.741 -4.613 -32.197  -1.079
O17 -1.901 -11.065 -34.945  0.139
O18 1.876 -13.391 -30.960  -0.367

Calculated values
**⟨S²⟩**: 30.011
**Strongest force on any atom**: 6.1 eV/A
**Spin multiplicity**: 11
**Frontier orbital gap (alpha / beta)**: 3.66 / 7.18 eV
**Electronic energy**: -7434.4469 Ha

Entry from OMol25: 6 unconnected molecules or ions with the total composition C9H23BF5N5O16S2Si (the ωB97M-V functional and the def2-TZVPD basis).

Each line ends with the Mulliken charge.
CARTESIAN COORDINATES (ANGSTROEM)
H1 0.352 0.926 -1.148  -0.086
H2 3.924 -4.558 -2.380  0.085
H3 -7.133 3.199 5.299  0.282
O1 5.757 1.151 0.498  -0.524
N1 -5.166 3.037 4.625  0.826
H4 4.635 -0.315 2.870  0.282
C1 1.798 -2.497 -2.441  0.647
O2 6.298 -6.241 -1.657  -0.538
O3 3.996 -0.084 0.384  -0.456
H5 -2.791 1.937 -0.373  0.395
H6 4.004 2.567 -0.963  0.289
H7 3.035 1.244 -1.604  0.360
H8 4.393 -6.124 -3.114  0.317
O4 -1.417 1.344 1.483  -0.497
H9 -2.207 0.402 -1.025  0.102
H10 -6.341 1.636 5.628  0.301
H11 -5.891 3.085 6.592  0.311
S1 0.418 -0.391 -3.861  1.176
C2 0.401 -1.905 -2.725  0.447
O5 -2.737 -1.807 0.802  -0.503
Si1 0.142 1.404 -2.526  -0.214
H12 2.605 2.975 -4.731  0.309
N2 5.033 0.269 0.908  0.849
O6 1.712 3.124 -4.397  -0.549
H13 -3.102 1.858 3.340  0.046
O7 -1.861 3.581 -2.252  -0.683
C3 4.131 -5.606 -2.199  -0.512
O8 -4.171 3.616 5.006  -0.497
C4 -2.178 1.378 3.647  -0.542
C5 -4.825 -0.792 0.800  -0.773
O9 -3.537 -1.123 2.682  -0.607
C6 -6.218 2.715 5.628  -0.748
H14 -1.839 1.747 4.608  0.297
F1 -0.129 -1.515 -1.544  -0.240
O10 -0.670 -0.615 -4.771  -0.634
H15 3.295 -6.078 -1.693  0.282
H16 -4.890 0.274 0.999  0.290
S2 -1.948 2.176 -2.585  1.129
O11 5.171 -5.123 -0.199  -0.534
H17 -2.280 0.301 3.637  0.358
C7 2.985 2.250 -1.184  -0.693
F2 2.393 -2.884 -3.567  -0.243
B1 1.589 2.739 -3.094  0.975
H18 6.370 -0.034 2.495  0.307
C8 5.433 -0.453 2.148  -0.729
N3 -1.159 1.708 2.619  0.902
H19 -3.759 1.036 -1.627  0.470
O12 -2.592 1.798 -3.821  -0.646
O13 1.764 -0.265 -4.375  -0.650
O14 -5.374 2.687 3.480  -0.488
F3 -0.377 -2.844 -3.257  -0.251
F4 1.673 -3.570 -1.646  -0.242
F5 2.553 -1.598 -1.814  -0.163
N4 5.300 -5.666 -1.278  0.879
H20 -4.735 -1.002 -0.259  0.306
H21 -5.669 -1.311 1.244  0.299
N5 -3.596 -1.288 1.477  0.998
O15 2.411 3.192 -2.112  -0.466
O16 -0.151 2.289 2.947  -0.556
C9 -2.769 1.310 -1.261  -0.878
H22 5.530 -1.503 1.889  0.272
H23 2.410 2.235 -0.255  0.358

Calculated values
**SMILES**: COB(O)[Si@@H](S(C)(=O)=O)S(=O)(=O)C(F)(F)C(F)(F)F.C[N+](=O)[O-].C[N+](=O)[O-].C[N+](=O)[O-].C[N+](=O)[O-].C[N+](=O)[O-]
**Strongest force on any atom**: 0.8 eV/A
**Frontier orbital gap**: 9.51 eV
**Electronic energy**: -3443.9447 Ha